Here is 4 unconnected molecules or ions with the total composition C40H72F3NO4 at a distorted geometry from the Open Molecules 2025 dataset. Energies are from ωB97M-V/def2-TZVPD.

Computed properties:
* SMILES string: CCCCCC1=C(CCCCOC=O)C(=O)C(CNC)=C(CCC(F)=C(F)F)C1=O.CCCCCC.CCCCCC.CCCCCC
* electronic energy: -2221.9632 hartree
* frontier orbital gap: 6.961 eV

```
! RIJCOSX wB97M-V def2-TZVPD def2/J DEFGRID3
* xyz 0 1
C 2.769 -3.052 -0.018
C 2.785 -2.136 -1.407
C 1.872 -2.850 -2.612
C 0.295 -2.993 -2.185
C -0.767 -2.239 -3.183
C -0.274 -0.764 -3.724
C -0.192 -0.372 -5.185
C -0.642 -1.437 -6.386
C -2.218 -1.094 -6.724
C -3.306 -1.863 -5.770
C -3.995 -0.870 -4.615
O -5.464 -0.825 -4.857
C -6.102 0.224 -4.041
O -6.944 1.064 -4.670
C 0.349 1.142 -5.643
O 0.455 1.365 -6.965
C 0.686 2.308 -4.503
C 1.060 3.801 -5.063
N 2.440 4.302 -4.703
C 3.419 3.191 -4.404
C 0.573 1.888 -3.081
C 0.866 2.976 -1.865
C -0.648 3.409 -1.301
C -0.859 3.028 0.296
F 0.271 2.896 1.266
C -2.294 2.798 0.720
F -3.220 3.946 0.569
F -2.828 1.516 1.236
C 0.141 0.357 -2.584
O 0.111 0.105 -1.257
H 1.760 -3.626 0.133
H 3.711 -3.750 -0.041
H 2.933 -2.285 0.867
H 3.895 -2.097 -1.844
H 2.456 -1.038 -1.172
H 2.044 -2.329 -3.668
H 2.332 -3.946 -2.716
H 0.168 -2.528 -1.101
H 0.049 -4.160 -2.191
H -1.753 -2.056 -2.547
H -1.027 -2.994 -4.050
H -0.024 -1.185 -7.364
H -0.442 -2.558 -6.110
H -2.367 0.073 -6.533
H -2.501 -1.259 -7.867
H -2.893 -2.806 -5.208
H -4.234 -2.245 -6.417
H -3.494 0.189 -4.585
H -3.867 -1.332 -3.526
H -5.951 0.378 -2.879
H 0.978 3.839 -6.239
H 0.280 4.580 -4.647
H 2.430 5.051 -3.977
H 3.398 2.290 -5.151
H 4.506 3.682 -4.460
H 3.331 2.804 -3.278
H 1.451 2.361 -1.031
H 1.495 3.890 -2.235
H -0.886 4.531 -1.554
H -1.458 2.766 -1.887
C -4.764 -1.319 5.790
C -4.086 -2.519 5.146
C -2.559 -2.443 5.190
C -1.940 -1.265 4.428
C -2.299 -1.189 2.942
C -1.810 -2.390 2.146
H -4.521 -0.389 5.268
H -5.852 -1.441 5.760
H -4.464 -1.218 6.838
H -4.436 -2.630 4.115
H -4.405 -3.424 5.677
H -2.148 -3.383 4.803
H -2.236 -2.384 6.237
H -0.849 -1.323 4.528
H -2.235 -0.325 4.908
H -1.843 -0.285 2.521
H -3.379 -1.077 2.812
H -0.723 -2.492 2.222
H -2.066 -2.270 1.088
H -2.270 -3.320 2.494
C 3.681 -7.074 1.330
C 4.183 -6.523 2.656
C 5.446 -5.671 2.513
C 6.676 -6.410 1.975
C 7.111 -7.632 2.787
C 7.529 -7.288 4.208
H 4.412 -7.743 0.866
H 2.760 -7.646 1.485
H 3.460 -6.262 0.630
H 4.351 -7.347 3.356
H 3.393 -5.903 3.096
H 5.684 -5.230 3.489
H 5.231 -4.826 1.847
H 7.511 -5.700 1.924
H 6.489 -6.725 0.941
H 7.962 -8.102 2.278
H 6.315 -8.382 2.809
H 8.359 -6.575 4.208
H 7.859 -8.191 4.733
H 6.702 -6.856 4.780
C -1.515 5.574 3.116
C -2.682 6.497 2.802
C -2.309 7.637 1.853
C -1.249 8.610 2.384
C -1.596 9.294 3.708
C -2.836 10.171 3.621
H -0.705 6.102 3.627
H -1.845 4.760 3.770
H -1.114 5.128 2.199
H -3.098 6.893 3.734
H -3.479 5.905 2.338
H -3.218 8.194 1.597
H -1.944 7.210 0.911
H -1.073 9.379 1.621
H -0.296 8.082 2.501
H -0.747 9.921 4.008
H -1.725 8.552 4.502
H -2.708 10.953 2.866
H -3.020 10.659 4.585
H -3.727 9.589 3.370
*
```


Here is 3 unconnected molecules or ions with the total composition C40H72N4O4P2S from the Open Molecules 2025 dataset. Energies are from ωB97M-V/def2-TZVPD.

Computed properties:
* SMILES string: [H]/N=C(/C)Cc1cc(CCCP(=O)(OCC)OCC)c2c(c1)Nc1c(C)c(P(N)O)c(CCCC)c(CN)c1S2.CCCCCC.CCCCCC
* electronic energy: -3168.3540 hartree
* frontier orbital gap: 8.161 eV

```
! RIJCOSX wB97M-V def2-TZVPD def2/J DEFGRID3
* xyz 0 1
C 3.339 2.276 0.951
C 3.789 0.918 1.526
C 5.283 0.634 1.356
C 5.698 0.084 -0.020
C 4.804 -1.024 -0.538
C 3.802 -0.759 -1.492
C 3.586 0.594 -2.130
N 3.691 0.599 -3.598
C 2.933 -1.784 -1.855
C 3.053 -3.058 -1.325
C 4.088 -3.359 -0.441
C 4.174 -4.787 0.035
C 4.958 -2.325 -0.032
P 6.339 -2.492 1.208
N 7.398 -3.667 0.452
O 5.654 -3.378 2.418
N 2.103 -4.035 -1.711
C 0.748 -3.663 -1.630
C -0.188 -4.487 -1.017
C -1.520 -4.115 -0.962
C -2.538 -5.022 -0.309
C -3.616 -5.472 -1.275
C -4.907 -4.695 -1.284
N -3.495 -6.461 -2.056
C -1.893 -2.902 -1.512
C -0.975 -2.048 -2.113
C -1.447 -0.750 -2.717
C -2.532 -0.008 -1.911
C -3.870 0.116 -2.653
P -4.918 1.450 -2.024
O -4.223 2.295 -1.041
O -6.289 0.805 -1.554
C -6.278 -0.145 -0.478
C -6.029 0.488 0.885
O -5.484 2.219 -3.293
C -4.550 2.980 -4.078
C -5.231 4.242 -4.582
C 0.357 -2.455 -2.178
S 1.599 -1.494 -2.987
H 2.963 2.925 1.742
H 2.522 2.163 0.241
H 4.159 2.803 0.465
H 3.562 0.891 2.592
H 3.192 0.123 1.079
H 5.617 -0.051 2.139
H 5.823 1.570 1.511
H 5.744 0.908 -0.722
H 6.718 -0.293 0.053
H 2.603 0.968 -1.832
H 4.300 1.315 -1.756
H 4.109 -0.255 -3.941
H 2.783 0.690 -4.028
H 3.475 -4.980 0.852
H 3.941 -5.489 -0.767
H 5.165 -5.049 0.364
H 7.194 -3.706 -0.542
H 7.263 -4.605 0.806
H 5.676 -4.329 2.290
H 2.245 -4.907 -1.227
H 0.133 -5.426 -0.580
H -2.992 -4.496 0.534
H -2.027 -5.891 0.107
H -4.772 -3.695 -0.873
H -5.624 -5.209 -0.640
H -5.313 -4.641 -2.289
H -2.586 -6.909 -1.937
H -2.934 -2.607 -1.473
H -1.817 -0.966 -3.723
H -0.590 -0.090 -2.852
H -2.693 -0.506 -0.957
H -2.182 0.994 -1.673
H -4.408 -0.834 -2.619
H -3.691 0.319 -3.710
H -5.548 -0.932 -0.686
H -7.260 -0.613 -0.505
H -6.377 1.518 0.871
H -4.971 0.511 1.135
H -6.573 -0.068 1.646
H -3.673 3.227 -3.477
H -4.221 2.356 -4.910
H -6.017 4.514 -3.881
H -4.517 5.056 -4.683
H -5.698 4.060 -5.549
C 5.423 -6.071 7.416
C 5.895 -4.801 6.715
C 5.431 -3.516 7.399
C 3.913 -3.338 7.466
C 3.209 -3.374 6.111
C 3.665 -2.273 5.159
H 4.335 -6.144 7.431
H 5.803 -6.962 6.914
H 5.774 -6.097 8.450
H 5.559 -4.810 5.674
H 6.987 -4.798 6.678
H 5.877 -2.662 6.883
H 5.829 -3.494 8.418
H 3.698 -2.381 7.952
H 3.481 -4.106 8.113
H 2.132 -3.285 6.276
H 3.363 -4.348 5.638
H 3.492 -1.285 5.594
H 3.121 -2.322 4.214
H 4.726 -2.358 4.922
C -4.995 6.541 -1.023
C -5.751 7.699 -1.669
C -5.214 8.092 -3.044
C -3.766 8.586 -3.054
C -3.493 9.788 -2.151
C -4.291 11.031 -2.533
H -3.948 6.789 -0.844
H -5.438 6.278 -0.062
H -5.029 5.651 -1.654
H -5.741 8.565 -1.002
H -6.802 7.417 -1.780
H -5.866 8.858 -3.473
H -5.287 7.228 -3.712
H -3.496 8.847 -4.083
H -3.100 7.768 -2.767
H -2.426 10.020 -2.198
H -3.701 9.527 -1.110
H -4.078 11.329 -3.562
H -4.041 11.871 -1.884
H -5.366 10.862 -2.450
*
```


Here is 12 unconnected molecules or ions with the total composition C40H72O28S4 at a distorted geometry from the Open Molecules 2025 dataset. Energies are from ωB97M-V/def2-TZVPD.

Computed properties:
* ΔE to the lowest compared entry with this formula, charge and spin: 103.9 kcal per mole
* electronic energy: -5266.6844 hartree
* frontier orbital gap: 8.393 eV

```
! RIJCOSX wB97M-V def2-TZVPD def2/J DEFGRID3
* xyz 0 1
C 1.548 -4.414 -0.059
C 1.259 -3.606 1.191
C -0.169 -2.910 1.191
O -0.676 -3.469 2.409
C 0.074 -4.560 2.802
O -0.191 -5.303 3.756
O 1.234 -4.701 2.081
H 2.595 -4.689 -0.184
H 1.270 -3.838 -0.942
H 1.027 -5.365 -0.164
H 1.884 -2.785 1.540
H -0.888 -3.175 0.415
H -0.155 -1.825 1.289
C -5.554 -3.573 0.715
C -4.327 -3.141 1.425
C -3.429 -2.046 0.783
O -3.169 -1.277 1.946
C -3.946 -1.650 3.010
O -4.038 -1.077 4.127
O -4.718 -2.616 2.681
H -5.965 -4.378 1.324
H -5.407 -3.905 -0.313
H -6.273 -2.758 0.802
H -3.788 -4.063 1.645
H -4.012 -1.452 0.079
H -2.475 -2.280 0.309
C -3.077 7.490 -1.201
C -2.624 6.090 -0.961
C -3.753 5.089 -1.300
O -3.054 4.112 -2.069
C -1.746 4.409 -2.139
O -1.028 3.634 -2.765
O -1.557 5.668 -1.786
H -3.595 7.517 -2.159
H -2.220 8.148 -1.346
H -3.684 7.874 -0.381
H -2.327 5.828 0.055
H -4.584 5.514 -1.863
H -4.127 4.650 -0.374
C -1.411 -0.520 -4.786
C -1.246 -0.262 -6.312
C -2.292 0.652 -6.821
O -1.498 1.472 -7.653
C -0.301 1.621 -7.168
O 0.444 2.601 -7.403
O -0.078 0.488 -6.506
H -1.275 0.386 -4.196
H -0.692 -1.287 -4.497
H -2.386 -0.958 -4.572
H -1.269 -1.163 -6.925
H -2.851 1.163 -6.037
H -2.909 0.108 -7.537
C 0.806 -3.322 7.409
C -0.090 -2.824 6.252
C -1.289 -1.922 6.678
O -1.412 -0.875 5.736
C -0.342 -1.014 4.890
O -0.130 -0.321 3.880
O 0.507 -1.913 5.358
H 1.215 -2.547 8.057
H 1.705 -3.849 7.087
H 0.212 -3.977 8.046
H -0.448 -3.665 5.656
H -0.931 -1.505 7.619
H -2.218 -2.450 6.892
C 3.655 -3.155 4.464
C 4.019 -2.022 3.517
C 3.178 -0.800 3.766
O 4.089 0.180 3.340
C 5.325 -0.191 3.514
O 6.300 0.494 3.342
O 5.266 -1.465 3.882
H 4.577 -3.730 4.549
H 2.788 -3.749 4.176
H 3.497 -2.879 5.507
H 4.161 -2.325 2.480
H 2.949 -0.437 4.768
H 2.277 -0.862 3.155
C 3.005 -4.185 -3.722
C 2.130 -3.222 -4.490
C 1.792 -2.010 -3.601
O 2.269 -0.933 -4.348
C 2.992 -1.376 -5.428
O 3.636 -0.643 -6.212
O 3.006 -2.683 -5.434
H 3.810 -3.691 -3.178
H 3.378 -4.971 -4.379
H 2.359 -4.703 -3.012
H 1.245 -3.643 -4.966
H 2.410 -2.047 -2.704
H 0.729 -2.102 -3.376
C 5.051 2.726 0.478
C 5.344 1.816 -0.787
C 6.590 0.951 -0.521
O 6.180 -0.359 -0.784
C 4.798 -0.426 -0.931
O 4.191 -1.453 -1.019
O 4.302 0.792 -0.889
H 3.984 2.922 0.588
H 5.479 3.720 0.345
H 5.398 2.304 1.421
H 5.402 2.261 -1.780
H 7.046 0.952 0.469
H 7.335 1.230 -1.266
C 1.484 0.947 0.891
S 0.926 0.142 -0.689
O 1.086 -1.365 -0.551
C -0.897 0.506 -0.936
H 2.534 0.653 0.914
H 0.702 0.588 1.560
H 1.420 2.029 0.776
H -1.350 -0.144 -1.684
H -1.163 1.560 -1.017
H -1.189 0.158 0.055
C 2.336 4.646 -1.964
S 3.127 4.149 -3.586
O 4.580 3.770 -3.208
C 2.275 2.549 -3.904
H 2.334 3.765 -1.322
H 1.371 5.150 -2.021
H 3.000 5.402 -1.543
H 1.222 2.644 -4.167
H 2.457 1.973 -2.996
H 2.667 1.972 -4.742
C -3.111 1.970 2.969
S -1.801 2.406 1.742
O -2.349 3.489 0.824
C -0.621 3.188 2.908
H -4.060 1.620 2.562
H -3.234 2.892 3.536
H -2.787 1.134 3.589
H -1.136 4.039 3.352
H 0.275 3.460 2.348
H -0.292 2.395 3.580
C -4.790 1.214 -0.339
S -5.692 0.473 -1.790
O -5.267 -0.953 -1.929
C -7.313 0.459 -0.855
H -4.888 0.543 0.515
H -5.224 2.204 -0.197
H -3.711 1.291 -0.477
H -8.199 0.354 -1.482
H -7.518 1.405 -0.355
H -7.309 -0.243 -0.022
*
```


Question: Which value of frontier orbital gap does entry 3 give?
Answer: 8.393 eV


Question: Which value of frontier orbital gap does entry 1 give?
Answer: 6.961 eV